[1]
96
Properties=species:S:1:pos:R:3:forces:R:3 method="wB97M-V/def2-TZVPD" total_charge=-2 e_lumo_ev=3.814 homo_energy_ev=0.03 e_above_lowest_ev=1.1791 spin_multiplicity=1
Ba -0.788092 -0.273120 -0.177761 1.2580 3.0512 1.0592
S -1.291360 3.210077 -0.124969 0.1423 0.0420 -0.1450
S -2.286143 1.420186 -2.867867 0.1064 0.0556 0.0719
S 0.320525 2.960788 2.859227 -0.0471 0.1463 0.0885
F 3.261229 2.579881 -4.846557 0.0355 0.0491 -0.0659
F 3.437469 2.238076 -2.261888 0.0689 0.0831 -0.0314
F 0.027777 -1.117804 -2.545274 0.3379 -0.0213 -0.5638
F -0.087528 -0.716742 -5.171102 -0.0430 -0.0313 -0.0468
O -2.375266 -1.642073 -1.108132 -2.5657 -1.8857 -1.1441
N 1.541331 2.990879 5.301614 -0.1020 -0.1530 -0.0117
N 1.704713 0.190273 -0.928576 0.5526 0.1040 -0.3729
N -3.380527 0.810668 0.780612 -0.2446 -0.0340 0.3878
N -0.034118 -3.036308 0.201859 0.2187 -0.3245 -0.0039
N 2.410051 -0.916065 1.941885 -0.0349 -0.1140 -0.1284
N 2.798632 3.596929 3.596763 0.1369 0.2009 -0.0409
N -4.630125 -1.564725 -0.856863 0.0523 0.2564 0.1156
C 1.537924 3.186120 3.934619 0.0822 -0.1878 0.2873
C -1.339410 -0.844072 3.549797 -0.0330 -0.0837 -0.0170
C 2.542238 1.457911 -2.930160 -0.0232 -0.0297 0.0308
C -1.015327 -1.502593 2.339231 -0.0943 -0.3324 0.7540
C -3.447975 -2.203983 -0.879079 0.4082 0.0113 0.0137
C 0.853837 -0.169910 -3.105672 0.0763 -0.0772 0.0724
C -1.545294 -1.482398 4.767767 0.0122 -0.0907 -0.0966
C 2.671649 0.689227 0.037160 -0.1656 -0.2320 -0.0900
C -0.283981 -3.687396 1.350218 -0.0256 0.1064 0.0488
C -5.540371 1.790619 2.222978 -0.1270 -0.0497 -0.0787
C -0.880084 -2.904484 2.486660 0.1329 -0.0374 -0.1218
C 3.616470 3.902226 4.757157 -0.0925 -0.1338 -0.1196
C 1.030642 -4.978739 -0.721778 -0.0079 0.0954 -0.0601
C -1.166374 -3.580274 3.686318 0.0001 0.0252 0.0237
C -2.311985 3.183172 -2.763344 -0.0450 0.0700 -0.0507
C -1.911660 3.925181 -1.611912 -0.0712 -0.0001 -0.0229
C 1.578541 0.950884 -5.105322 0.0323 0.0299 -0.0612
C 2.446213 1.649104 -4.289309 0.0219 0.0154 0.0494
C 3.246423 -0.496233 0.825924 -0.0358 0.0406 0.0305
C 0.102155 -5.030725 1.479518 0.0156 -0.0752 -0.0042
C -3.505872 -3.693209 -0.621517 0.0159 -0.0194 0.0136
C 0.618350 2.072480 5.932872 0.0313 0.0914 -0.0410
C 1.741614 0.519002 -2.219021 0.0341 -0.1963 0.1292
C 2.882745 3.121070 5.847342 -0.1340 0.0478 -0.0666
C -4.625755 0.609106 0.354304 0.0930 -0.0306 -0.0858
C -4.248747 2.028743 2.650060 0.0259 0.0755 0.0402
C 0.755586 -5.672420 0.444128 -0.0505 -0.0503 0.1472
C -4.767465 -0.107133 -0.967066 0.0482 -0.1406 0.0961
C 2.644178 -2.290025 2.320668 -0.0319 0.0086 -0.0257
C -3.202670 1.534155 1.887829 0.0701 -0.1569 -0.2516
C -2.478128 6.017977 -2.787859 0.0016 -0.1352 0.0062
C -5.734501 1.080430 1.046922 -0.0750 0.0982 0.0684
C 0.776466 0.027939 -4.453369 -0.0264 -0.0473 0.0742
C -1.497837 -2.874694 4.831344 0.0220 0.0714 -0.1127
C 0.608493 -3.660700 -0.788973 -0.1512 0.1595 0.0813
C 2.526459 -0.050031 3.088916 -0.0421 0.0190 0.0477
C -2.022822 5.330288 -1.671519 0.0203 -0.1308 -0.0051
C -2.845181 5.295386 -3.919926 0.0530 -0.1037 0.1034
C -2.754374 3.909460 -3.888299 0.0253 -0.0762 0.1222
H -3.189738 5.801358 -4.816519 -0.0150 -0.0084 -0.0192
H -1.426485 0.243319 3.552365 0.0120 -0.0607 -0.0144
H -0.076085 -5.563851 2.402446 0.0070 0.0113 -0.0394
H 2.361352 0.986862 2.803065 0.0045 -0.0539 -0.0139
H 2.871649 3.654217 6.798294 -0.0077 -0.0062 0.0762
H 1.099963 1.105190 6.118068 -0.0169 -0.0087 -0.0233
H -0.225609 1.920817 5.262878 0.0049 0.0042 -0.0147
H -1.762753 -0.905825 5.663622 -0.0167 0.0031 0.0043
H 2.527237 -2.943995 1.453918 -0.0053 0.0279 0.0232
H 2.886582 4.099204 2.728985 0.0477 -0.0656 -0.0475
H -4.041112 2.613801 3.536923 0.0079 -0.0296 -0.0206
H 0.258153 2.475525 6.881883 0.0292 0.0216 0.0075
H 3.502816 1.237038 -0.403886 0.0048 0.0385 -0.0004
H 1.062774 -6.706137 0.556737 0.0012 -0.0130 0.0081
H 3.531460 -0.127403 3.557220 0.0029 0.0025 0.0123
H 3.303479 -1.340777 0.137667 0.0788 0.0198 -0.0740
H -4.127055 -3.917357 0.248950 0.0205 -0.0014 -0.0529
H -1.722369 5.880124 -0.786742 0.0062 0.0065 0.0157
H -5.740611 0.104344 -1.407395 -0.0705 -0.0321 -0.0086
H -6.729507 0.906673 0.654526 -0.0055 0.0138 -0.0009
H 3.661944 -2.442956 2.734287 0.0135 -0.0036 0.0067
H -1.134140 -4.664492 3.750577 0.0155 0.0479 0.0089
H 3.642186 4.971655 4.977403 -0.0622 0.1101 0.0165
H -3.034488 3.331432 -4.763181 0.0007 0.0119 0.0194
H 0.791285 -3.065106 -1.679913 -0.0347 -0.0232 0.1009
H 1.769265 -0.319266 3.833338 0.0379 0.0141 -0.0627
H 1.557190 -5.432692 -1.551187 -0.0127 0.0161 0.0081
H -2.538594 7.102585 -2.775517 0.0117 -0.0033 0.0136
H -6.387400 2.169620 2.783654 -0.0061 -0.0001 -0.0136
H -2.496572 -4.059009 -0.445946 -0.0358 0.0341 -0.0085
H -5.403237 -2.081311 -0.473408 -0.0395 -0.0073 -0.0223
H -1.704243 -3.399284 5.756703 -0.0133 -0.0177 0.0371
H -3.925062 -4.196397 -1.495920 0.0081 0.0017 0.0378
H 1.492324 1.142981 -6.163737 0.0092 0.0105 0.0460
H 4.279448 -0.272166 1.165655 -0.0250 0.0111 0.1009
H 2.168980 1.367559 0.744272 0.0977 0.0621 -0.0700
H -2.177299 1.749864 2.162927 -0.0576 -0.0546 -0.0079
H -3.997590 0.285691 -1.647901 0.0527 -0.0147 -0.0365
H 4.638026 3.550124 4.628928 0.0775 0.0127 -0.0332
H 3.334536 2.136093 6.012761 -0.0021 -0.0748 -0.0505
H 1.916624 -2.594309 3.077628 0.0118 0.0237 -0.0055

=====

[2]
86
Properties=species:S:1:pos:R:3:forces:R:3 method="wB97M-V/def2-TZVPD" s2=2.004 e_lumo_ev="-0.264 / -2.261" homo_energy_ev="-6.88 / -6.88" e_above_lowest_ev=0.6984 spin_multiplicity=3
Pt 1.764232 -1.191945 -2.517628 -0.0186 -0.6779 -0.4007
P 1.570035 0.269804 -8.428558 1.6560 1.2699 -0.7406
P -0.134403 -1.773423 -8.173913 -0.8503 -1.2336 0.2905
O 1.788675 1.138947 -0.541230 -0.0277 -1.3711 0.3684
O -0.305234 -2.882395 -0.093534 1.0226 0.4276 -0.2026
N 1.195864 -1.121210 -0.610897 -1.2691 -0.2241 1.6043
C -0.894346 2.364837 -1.959117 0.9224 -0.0080 0.1941
C -1.535587 -1.549816 -4.402756 -0.0063 -0.0199 -0.0077
C 1.187627 4.083106 -6.922750 -0.0220 0.0341 0.2042
C -2.613041 -2.445062 -4.353253 0.2771 -0.1922 -0.1750
C -2.217313 -0.198453 -1.156132 0.1274 -0.7942 0.2566
C 3.582019 2.349516 -11.410839 0.0970 -0.3933 -0.0915
C -0.874240 -1.312882 -5.603405 -0.1533 -0.5374 -0.0007
C -2.236276 2.597524 0.129326 -0.4243 -0.3748 0.6289
C -2.041376 -3.750829 -11.275927 0.1885 -0.1420 -0.0877
C 0.931900 0.049389 1.437968 0.7661 0.8159 0.1948
C -0.970537 2.619397 -0.658573 -0.0440 0.5143 0.0553
C -2.330784 0.009014 0.165414 -0.7941 -0.7257 0.5872
C 0.830616 2.835362 -7.439157 0.5321 0.2883 -0.0049
C -1.221965 -4.874801 -11.443243 0.1749 0.1912 0.2478
C -1.845145 1.650277 -2.859396 -0.7758 0.0521 -0.5282
C 0.302704 -3.986745 -9.777084 -0.4915 -0.0333 0.0028
C 2.732748 0.284722 -12.370632 0.2240 0.2048 0.2945
C 1.783777 1.811986 -7.469129 0.1001 0.0505 0.1748
C -0.062299 0.636862 -9.167485 -0.3770 -1.0512 0.0667
C -2.182121 -3.089867 -6.660757 0.1522 0.3050 0.5997
C -0.591352 -2.930197 -9.512165 -0.0675 -0.2137 -0.3667
C 2.376924 -0.159098 -11.092650 -0.0905 0.5352 0.0412
C -0.978276 -0.285500 -8.783497 0.8050 0.7685 0.0639
C 1.410424 0.103836 0.008119 -0.5315 0.8348 -0.2639
C -1.171644 -2.122685 -6.715620 -0.4426 -0.1149 -0.3466
C -2.526812 1.293856 0.922497 -1.3689 0.6601 -0.2237
C 3.305443 1.556355 -12.530773 -0.0034 -0.1177 0.0998
C 2.523739 0.694373 -9.979422 0.2471 0.2382 -0.0971
C -0.022028 -4.963868 -10.721849 -0.1775 0.0126 -0.1270
C 0.413734 -1.966110 0.239899 -0.5300 0.8358 0.1320
C 3.349817 3.209701 -6.266544 -0.1696 0.0882 0.0220
C 3.007027 1.959338 -6.782107 -0.3855 0.4571 -0.2530
C -1.705379 -2.766681 -10.343739 -0.0261 -0.6154 -0.1282
C -2.916478 -3.223978 -5.475914 -0.0559 0.0983 0.0800
C 3.224581 1.897033 -10.136690 -0.1909 0.1043 -0.3627
C 0.505827 -1.373313 1.655139 0.1904 -0.5071 0.5077
C -2.832114 0.606510 -2.260523 0.7681 0.9981 -0.0458
C 3.647200 -0.586328 -2.198543 0.9590 1.1555 -0.6367
C 2.455051 4.287919 -6.370392 0.0472 -0.3383 -0.0098
H 0.033284 2.659175 -2.448091 0.0748 -0.3294 0.0751
H 4.077467 3.320261 -11.524671 -0.1972 -0.4159 0.0197
H -2.315571 -1.874013 -10.277540 -0.0896 -0.1596 0.1446
H 3.559437 1.914084 -13.531264 -0.0814 -0.1090 0.3181
H 4.482445 -1.124289 -1.728675 -0.7238 -0.3826 -0.2053
H -0.149792 1.475607 -9.870873 -0.4592 -0.0673 0.6267
H -1.185251 -1.057975 -3.489554 -0.3562 0.0531 -0.3870
H -0.091049 2.983665 -0.115596 -0.1904 -0.0004 -0.4598
H 1.937516 -1.147097 -10.956416 -0.0814 0.1936 -0.0891
H 3.458655 2.513955 -9.269994 -0.2182 -0.0663 -0.2139
H -0.166523 2.674217 -7.852577 0.3689 0.1537 0.0335
H -3.577363 1.415042 1.271369 0.3621 -0.3193 -0.1031
H -1.653255 -1.107268 -1.483981 -1.2155 0.2170 0.4388
H -2.517602 -0.889273 0.800295 1.4938 0.4354 -0.3105
H -2.070441 -0.241994 -8.801536 0.2754 0.1914 -0.5674
H -3.775295 1.094333 -1.947453 0.5427 -0.3041 0.0320
H -3.726442 -3.953281 -5.422447 0.1625 0.2450 -0.0172
H -1.968974 1.257544 1.872463 0.1482 -0.0763 -0.4199
H 1.248862 -4.036693 -9.235956 -0.2947 -0.0591 -0.0131
H -1.240024 1.128792 -3.608054 0.0347 0.1181 0.0018
H 4.323628 3.351748 -5.795108 -0.2918 -0.0219 -0.0699
H -2.432029 2.381018 -3.425712 0.0052 0.0129 -0.1557
H -3.207792 -2.526418 -3.438456 0.3311 -0.1666 -0.2727
H -3.090406 2.798135 -0.541360 0.3211 -0.0397 0.3253
H 3.373020 0.303173 -1.590697 0.3123 -0.3821 -0.3628
H 3.929956 -0.254619 -3.200684 0.4908 0.1172 0.1110
H 0.143443 0.806610 1.517174 0.0303 -0.2913 0.0441
H 2.741592 5.273207 -5.993563 -0.1208 -0.3537 -0.1252
H -0.409931 -1.453199 2.247071 0.0063 -0.2850 -0.4296
H 1.748757 0.359867 2.109454 -0.2868 0.0096 -0.2660
H -2.402116 -3.705756 -7.536514 0.0799 0.1688 0.3188
H -1.503988 -5.668773 -12.142518 0.1424 0.3688 0.2289
H 0.659700 -5.802342 -10.898492 -0.2623 0.3347 0.0776
H -2.189140 3.415599 0.876090 -0.1749 -0.2751 -0.4595
H 1.298682 -1.890815 2.223206 -0.3329 -0.0922 -0.3221
H 2.559794 -0.353771 -13.241205 0.0910 0.2063 0.3136
H -0.134218 -0.507094 -5.695611 -0.0902 -0.4526 0.1494
H 0.468755 4.904609 -6.964279 0.2282 -0.2279 0.0759
H 3.688560 1.106753 -6.695944 -0.1649 0.3323 -0.1510
H -2.946516 -3.645217 -11.878604 0.2943 -0.0055 0.1739
H -3.078152 -0.115187 -3.057130 -0.1275 0.4708 0.2757

=====

[3]
86
Properties=species:S:1:pos:R:3:forces:R:3 method="wB97M-V/def2-TZVPD" total_charge=+2 s2=4.006 e_lumo_ev="-7.705 / -7.120" homo_energy_ev="-14.10 / -13.88" spin_multiplicity=4
Tc -0.205572 0.798779 0.159108 0.5044 -1.3512 1.5034
P 2.287721 -0.161120 0.518979 3.3590 -0.3304 1.4508
P -1.167340 -1.129076 0.240978 -1.5415 -0.0772 0.9790
O -1.592591 3.014431 2.526181 0.2478 -1.2919 0.4653
O -0.567817 -1.414709 3.374826 -0.0127 1.1584 -0.9436
N -0.914050 0.790282 2.537870 -0.3619 -0.4733 0.2063
C 0.202787 -1.803431 -0.626058 1.9349 -0.9109 -0.2073
C 6.137068 -1.566476 1.062181 0.2917 0.1223 0.0056
C -2.682267 0.432182 0.008774 0.6427 -1.0081 0.4515
C 2.949091 1.540585 0.100667 -0.0707 0.0362 -1.2637
C -3.498165 -4.043782 1.931253 0.0286 -0.0538 -0.4894
C 1.811302 0.136185 2.224429 1.6973 -0.0317 1.5288
C -2.266653 -2.525135 0.502046 -0.2565 -0.4856 0.4353
C 2.918799 3.932253 0.531288 0.1194 0.5422 0.2109
C -2.248547 1.565753 4.385623 -0.2296 0.7174 -0.0062
C 3.590210 4.211725 -0.653412 -0.2481 -0.4904 0.2810
C 1.543509 -1.463203 -0.545156 -2.5693 -0.4706 -0.0489
C -1.564722 1.918717 3.077344 -0.2167 0.8786 -0.8956
C 4.009566 3.136341 -1.426457 0.1292 -0.3827 -0.0436
C 3.525215 -2.350885 1.617185 -0.0488 -0.1160 -0.1719
C -1.830873 1.097622 -2.863737 -1.6378 1.3202 -0.8047
C -2.287909 1.731430 0.044291 -1.3800 1.5266 -0.8853
C 5.088208 -0.706233 0.723585 -0.3905 -0.5994 0.2533
C 5.896088 -2.812690 1.633321 -0.5164 -0.0984 0.0519
C -3.511204 -4.348594 -0.483436 -0.0374 -0.1097 0.0755
C 3.669978 1.817804 -1.092513 -0.3160 0.2624 0.2894
C 4.580423 -3.191569 1.949004 0.2915 0.2080 -0.0921
C -2.679326 -2.929010 1.794899 0.1393 0.3639 -0.5104
C 3.776199 -1.145647 0.947237 0.4335 0.2813 -0.1555
C -1.748104 -0.208220 -2.675536 -1.4201 -1.7787 -0.8327
C 0.202635 2.316012 -3.700890 -0.3157 0.6117 0.2517
C 1.096138 0.158189 -2.842883 0.6436 0.3801 -0.9921
C 2.674442 2.630404 0.956922 -0.7134 -0.2557 -0.4188
C -4.028975 0.029463 -0.115047 0.4811 0.2911 0.0553
C -0.991765 -1.156577 -3.564610 0.1958 0.0392 0.0456
C -3.883328 -4.766575 0.793844 0.0762 0.3057 0.2556
C -2.706856 -3.229905 -0.637855 0.3065 0.2777 0.0383
C -4.596439 2.373385 -0.351214 0.4859 0.1196 0.1941
C 0.854181 1.462504 -2.615167 0.5519 0.3318 -1.3795
C -4.989962 1.025303 -0.326470 0.7961 -0.2424 0.3399
C -3.258267 2.749669 -0.164597 0.1461 -0.2453 0.2410
C -1.008050 -0.267501 3.466181 -0.1680 -0.1222 0.0037
C -1.789098 0.174904 4.692221 0.1923 0.0024 0.5362
C -1.221390 1.843501 -4.028443 0.0529 0.1734 -0.3878
C 0.409223 -0.644815 -3.937013 0.8358 -0.4057 -0.3372
H -1.803129 2.742767 -4.279378 -0.1085 -0.4258 0.2583
H -6.032296 0.726305 -0.429680 0.2387 0.2065 -0.0205
H 4.386436 -4.131008 2.461495 0.0484 0.1820 -0.1165
H 3.943915 1.026792 -1.785761 -0.0447 0.0326 0.1546
H 4.597906 3.350575 -2.309890 -0.0656 -0.2680 -0.0886
H -5.353693 3.143703 -0.479660 0.2090 -0.1122 -0.0397
H 2.578978 4.773597 1.132871 0.1336 -0.3117 0.1247
H -3.336690 1.621372 4.294461 0.1216 0.1579 -0.3381
H -2.562899 1.720878 -2.313866 0.5897 -0.7889 -0.1921
H 2.006538 -0.323388 -2.480221 -0.5836 0.2024 0.6160
H 2.206823 2.483021 1.922655 -0.0201 0.1512 -0.2012
H -2.509664 -0.768762 -2.088046 0.7118 0.9322 -0.0202
H 0.145625 3.367416 -3.372883 0.0964 -0.4151 0.1382
H 1.042065 -1.525962 -4.152052 -0.2487 0.4089 -0.0189
H -2.422268 -2.899854 -1.644014 -0.1044 -0.2061 0.3701
H -3.831193 -4.352448 2.918664 0.1201 0.0041 -0.1870
H 6.713253 -3.501166 1.854550 -0.1819 0.3374 -0.0293
H 7.166096 -1.247344 0.889391 -0.3031 -0.0909 0.0087
H 1.540348 -0.754967 2.788293 -0.0865 -0.1220 -0.3592
H -1.988009 2.288927 5.158726 0.0793 0.0740 -0.1418
H -4.484383 -5.658709 0.909705 -0.0421 0.0351 -0.0175
H 2.498079 -2.617720 1.896763 0.4076 -0.0779 -0.2066
H -3.844096 -4.903469 -1.360137 0.0913 0.1478 0.2311
H -2.616764 -0.494233 4.930692 0.1870 -0.2377 -0.2714
H -1.158229 0.189245 5.586657 0.1967 -0.3313 -0.2688
H 3.775838 5.241890 -0.957366 0.0017 -0.3288 0.0746
H 1.337553 2.040307 -1.840071 0.5139 -0.1287 0.0385
H 0.804370 2.373195 -4.645200 -0.1709 -0.4397 0.9312
H -1.222068 1.246004 -4.951676 -0.0721 -0.0277 0.4195
H -2.957759 3.805457 -0.167240 -0.1937 -0.5405 0.0510
H 1.085686 0.879436 2.420494 -0.6925 0.5190 -0.0655
H -0.876895 -2.124468 -3.076513 -0.0882 -0.0072 0.1535
H -1.566461 -1.405065 -4.474963 0.1783 0.3669 0.2224
H 0.336187 -0.092632 -4.881287 0.2397 0.0994 0.3107
H 5.285809 0.290047 0.341853 0.0431 -0.2171 -0.1176
H -2.328949 -2.375870 2.663795 -0.1354 -0.2702 -0.2108
H -0.080613 -2.695525 -1.192094 0.5028 0.0969 -0.0989
H -1.159869 2.103509 0.046609 -2.6554 2.6914 0.2310
H 2.228365 -2.093270 -1.138088 -0.0092 0.6854 0.3897
H -4.306029 -1.018878 -0.034816 0.0309 0.1968 -0.1458
H 2.778569 0.548016 2.687509 -1.0674 -0.7989 -0.8507